Here is an isolated molecule of C4H4OS2 in a non-equilibrium geometry from the OMol25 dataset. Energies are from ωB97M-V with the def2-TZVPD basis set.

Last column: Löwdin charge in e.
Element x y z (Å)
C: -2.35863 -1.47951 0.95372  0.14
C: -1.25599 -1.15448 0.70269  -0.12
C: 0.16393 -1.05380 0.42163  -0.43
O: 0.47073 -1.81913 -0.79471  -0.10
C: 0.40959 0.46951 0.09427  -1.13
S: 0.59032 1.61365 1.24526  0.66
S: 0.35488 0.68183 -1.68154  0.78
H: -3.33976 -1.79023 1.37806  0.07
H: 0.88535 -1.34001 1.18262  0.14
H: 1.38701 -1.78748 -0.92398  0.05
H: 0.42490 2.05270 -1.33254  -0.08

Results
- HOMO energy: -8.970 eV
- Strongest force on any atom: 0.0806 hartree/bohr
- Net charge: 0
- 2S+1: 1
- Electronic energy: -1026.314697 Eh
- SMILES: C#C[C@@H](O)C(=S)S

***

Here is a structure of composition C3H3N3O2S in a non-equilibrium geometry from the OMol25 dataset. Energies are from ωB97M-V with the def2-TZVPD basis set.

Last column: Löwdin charge in e.
Element x y z (Å)
C: 0.94375 1.10946 -0.43895  -0.54
C: -0.93872 -0.02125 1.05337  -0.70
C: -0.46613 -0.81965 -0.07745  -0.44
H: 1.66242 1.03260 -2.23784  0.25
H: -2.34457 -2.01193 1.16418  0.01
H: 1.60553 -0.91625 -1.12887  0.32
N: 0.41208 1.82198 0.50597  0.09
N: -0.53503 1.22253 1.39952  0.05
N: 0.63685 -0.17918 -0.67242  0.14
O: 1.91901 1.61903 -1.25266  0.01
O: -1.01313 -1.93218 -0.38994  -0.04
S: -1.88206 -0.92517 2.07508  0.86

Results
- HOMO energy: -8.950 eV
- Strongest force on any atom: 0.1246 hartree/bohr
- Net charge: 0
- 2S+1: 1
- Electronic energy: -828.928293 Eh

***

Here is an isolated molecule of C4H10N2O in a non-equilibrium geometry from the OMol25 dataset. Energies are from ωB97M-V with the def2-TZVPD basis set.

Last column: Löwdin charge in e.
Element x y z (Å)
C: -0.27437 0.86571 -2.00796  -0.05
C: -0.04007 0.25041 -0.60642  -0.38
C: 1.13806 -0.76070 -0.90480  -0.20
O: 0.91473 -1.72071 -1.65712  0.00
N: 0.08113 0.95952 0.66051  -0.07
C: -0.29888 0.13118 1.84895  -0.25
N: 0.42010 -1.27114 1.88602  0.01
H: 0.33182 1.63612 -2.36631  0.05
H: -0.31339 0.14240 -2.88207  0.11
H: -1.23168 1.36917 -1.97815  0.07
H: -0.99093 -0.29515 -0.42354  0.13
H: 2.15488 -0.44198 -0.61720  0.13
H: -0.58555 1.74252 0.51208  0.12
H: -1.34824 -0.04808 1.93325  0.08
H: 0.03894 0.78815 2.71670  0.12
H: -0.03978 -1.53241 2.78031  0.07
H: 0.04322 -1.81503 1.10575  0.04

Results
- HOMO energy: -9.161 eV
- Strongest force on any atom: 0.0664 hartree/bohr
- Net charge: 0
- 2S+1: 1
- Electronic energy: -343.080936 Eh
- SMILES: C[C@@H](C=O)NCN

***

Here is an isolated molecule of C4H10NPS3 in a non-equilibrium geometry from the OMol25 dataset. Energies are from ωB97M-V with the def2-TZVPD basis set.

Last column: Löwdin charge in e.
Element x y z (Å)
C: 3.90284 -0.58175 0.13391  -0.49
S: 2.58849 0.14262 1.04546  0.85
C: 1.16397 -0.30082 0.09733  -1.19
S: 1.21591 -1.10232 -1.30024  0.70
N: -0.00093 0.29195 0.58264  -0.27
P: -1.56915 -0.23968 0.21910  0.20
C: -2.53980 1.04098 1.04674  -0.24
C: -1.79547 0.08971 -1.60187  -0.26
S: -2.02066 -2.04961 0.77097  0.18
H: 4.93250 -0.45661 0.56593  0.06
H: 4.02753 -0.23393 -0.95024  0.07
H: 3.78296 -1.59252 0.01441  -0.02
H: 0.12829 0.70582 1.57733  0.13
H: -3.40948 1.13231 0.49120  0.01
H: -2.77807 0.79031 2.12549  0.07
H: -1.94560 2.00725 0.95002  0.07
H: -1.37105 -0.85683 -2.02557  0.01
H: -2.87855 0.12040 -1.77979  0.04
H: -1.43370 1.09273 -1.96280  0.07

Results
- HOMO energy: -8.484 eV
- Strongest force on any atom: 0.0711 hartree/bohr
- Net charge: 0
- 2S+1: 1
- Electronic energy: -1749.103568 Eh
- SMILES: CSC(=S)NP(C)(C)=S